<1>
ORCA calculation (the ωB97M-V functional and the def2-TZVPD basis) on C4H9NO in the gas phase.

Its SMILES is CCCC(N)=O. The LUMO energy is 0.89 eV. The orbital gap is 0.393 Eh. The calculation puts the HOMO energy at -9.79 eV.

Positions of all 15 atoms, in Å:
C: -0.954 -0.723 -1.931
C: 0.148 -0.595 -0.890
C: -0.215 0.364 0.257
C: 0.641 0.080 1.488
O: 0.803 -1.070 1.865
N: 1.019 1.198 2.175
H: -0.666 -1.418 -2.728
H: -1.177 0.248 -2.387
H: -1.863 -1.103 -1.453
H: 0.386 -1.572 -0.458
H: 1.072 -0.241 -1.372
H: -0.188 1.407 -0.096
H: -1.219 0.201 0.633
H: 1.350 1.117 3.126
H: 0.863 2.105 1.769

<2>
ORCA calculation (the ωB97M-V functional and the def2-TZVPD basis) on 2 unconnected molecules or ions with the total composition C4H9NO.

Its SMILES is C1C[C@H]2N[C@@H]12.O. The LUMO energy is 0.94 eV. The orbital gap is 0.386 Eh. The calculation puts the HOMO energy at -9.57 eV.

Positions of all 15 atoms, in Å:
C: 0.452 -0.231 1.066
C: 1.111 0.718 0.079
N: 0.680 0.240 -1.246
C: -0.177 1.163 -0.473
C: -0.980 0.288 0.472
O: -0.935 -2.212 -0.670
H: 0.529 0.084 2.111
H: -0.762 -1.953 0.232
H: 0.874 -1.248 0.993
H: 2.025 1.282 0.207
H: 1.169 0.771 -1.963
H: -0.461 2.119 -0.894
H: -1.746 -0.296 -0.052
H: -1.463 0.813 1.290
H: -0.373 -1.565 -1.139

Which of them is the most stable, and which is the least stable? <1> and <2>, in that order.

<1>
ORCA calculation (the ωB97M-V functional and the def2-TZVPD basis) on 3 unconnected molecules or ions with the total composition C7H12.

The LUMO energy is 0.27 eV. The orbital gap is 0.332 Eh. The calculation puts the HOMO energy at -8.78 eV.

Positions of all 19 atoms, in Å:
C: -0.124 -2.160 -0.466
C: -0.138 -1.140 -1.608
C: -0.052 0.119 -0.733
C: -0.021 1.574 -1.232
C: 0.090 2.211 0.099
C: 0.159 1.902 1.274
C: 0.216 1.100 2.469
H: 0.778 -2.750 -0.384
H: -0.012 -1.507 1.065
H: -1.063 -2.670 -0.294
H: 0.720 -1.198 -2.300
H: -1.054 -1.132 -2.225
H: 0.848 -0.025 -0.128
H: -0.896 0.041 -0.041
H: 0.841 1.764 -1.879
H: -0.936 1.839 -1.770
H: 0.108 -0.384 2.009
H: -0.635 1.249 3.144
H: 1.173 1.169 2.999

<2>
ORCA calculation (the ωB97M-V functional and the def2-TZVPD basis) on C7H12 in the gas phase.

Its SMILES is CC[C@H]1C[C@H]2C[C@@H]12. The LUMO energy is 1.21 eV. The orbital gap is 0.395 Eh. The calculation puts the HOMO energy at -9.54 eV.

Positions of all 19 atoms, in Å:
C: 2.463 0.395 -0.714
C: 1.180 -0.476 -0.695
C: 0.250 -0.287 0.548
C: -0.542 1.068 0.739
C: -1.866 0.302 0.835
C: -2.073 -0.480 -0.418
C: -1.131 -1.011 0.634
H: 2.958 0.354 -1.695
H: 3.226 0.085 0.017
H: 2.240 1.449 -0.518
H: 0.587 -0.272 -1.584
H: 1.507 -1.531 -0.755
H: 0.996 -0.551 1.287
H: -0.474 1.713 -0.145
H: -0.337 1.680 1.626
H: -2.689 0.523 1.515
H: -3.024 -1.000 -0.509
H: -1.687 -0.091 -1.359
H: -1.372 -1.956 1.122

<3>
ORCA calculation (the ωB97M-V functional and the def2-TZVPD basis) on C7H12 in the gas phase.

The LUMO energy is 0.83 eV. The orbital gap is 0.337 Eh. The calculation puts the HOMO energy at -8.33 eV.

Positions of all 19 atoms, in Å:
C: 0.485 -1.392 2.174
C: 0.295 -1.125 0.684
C: -0.792 -0.088 0.323
C: -0.403 0.376 -1.084
C: -0.860 1.783 -1.456
C: 1.126 0.173 -1.041
C: 1.537 -0.891 -0.118
H: 0.769 -0.468 2.694
H: -0.439 -1.761 2.632
H: 1.279 -2.125 2.335
H: 0.039 -2.085 0.184
H: -1.807 -0.496 0.388
H: -0.739 0.760 1.021
H: -0.817 -0.330 -1.821
H: -0.462 2.520 -0.748
H: -1.953 1.870 -1.447
H: -0.517 2.063 -2.459
H: 1.687 0.333 -1.972
H: 1.574 0.884 -0.289

Which of them is the most stable, and which is the least stable? <2> and <1>, in that order.